# 1
Below is C34H45BI2N8OS3Sr as an isolated structure, with properties calculated with ωB97M-V with the def2-TZVPD basis set.

Atoms and positions in Å:
I1 -7.6720 4.7323 -3.6004
I2 -2.1308 2.6721 -4.7654
Sr1 -1.1857 0.6050 -0.4655
S1 0.4516 -2.1683 -0.8923
S2 -0.4309 0.1284 2.4294
S3 1.6294 1.9285 -0.8399
O1 -2.1342 2.4366 -1.7575
N1 2.8975 0.9582 1.3805
N2 3.1747 3.1343 0.9560
N3 0.1623 -2.3314 3.4236
N4 1.7338 -1.5011 2.0207
N5 2.8852 -1.0891 -0.2413
N6 2.9151 -2.4070 -2.0914
N7 -3.0705 -0.8957 -1.3016
N8 -3.4125 1.2885 0.6097
C1 -0.6979 -1.2339 5.5764
C2 2.1491 5.2340 0.4024
C3 -3.9883 2.6625 0.3726
C4 2.5177 1.9701 0.5122
C5 3.4917 1.5489 2.4805
C6 4.2051 -1.8823 -1.9176
C7 2.0871 -1.8524 -1.1235
C8 -2.2387 -2.2383 3.8151
C9 -4.9651 3.4883 -3.7478
C10 -4.3358 2.9484 -1.0910
C11 0.4986 -1.2208 2.6023
C12 -5.5399 3.5903 -1.4069
C13 -4.2480 -0.6244 -0.7193
C14 2.5508 -3.4608 -3.1237
C15 -5.4517 -1.8838 -2.3790
C16 3.9551 4.1650 -1.1707
C17 -3.3012 2.7115 -2.1217
C18 1.2555 -3.2574 3.3481
C19 1.2002 -3.0703 -3.8654
C20 2.1751 -2.7418 2.4917
C21 -4.3327 0.0814 0.5488
C22 3.6007 -3.4549 -4.2668
C23 -4.2028 -2.2195 -2.9559
C24 2.3964 -4.8838 -2.5361
C25 4.1077 -0.9701 -0.8930
C26 -0.8512 -2.3055 4.4493
C27 -5.9178 3.8329 -2.7414
C28 -0.7117 -3.6819 5.1288
C29 -3.7263 2.9491 -3.4594
C30 4.5560 5.2340 0.8958
C31 3.4289 4.4414 0.2471
C32 -3.0764 -1.8096 -2.3119
C33 3.6595 2.8802 2.2319
C34 -5.4505 -1.0677 -1.2441
B1 2.8472 -0.6572 1.2360
H1 1.8717 5.3381 1.4564
H2 3.8904 -0.9701 1.7583
H3 5.3676 4.5754 1.2124
H4 0.3327 -3.4847 -3.3723
H5 2.1711 -5.6088 -3.3296
H6 -4.1375 -2.7554 -3.8943
H7 -5.2583 3.6470 -4.8201
H8 0.2738 -1.3899 6.0062
H9 -4.8843 2.8646 0.9671
H10 -0.7063 -0.2054 5.1507
H11 4.2806 5.7689 1.7836
H12 -6.1341 3.9006 -0.5644
H13 1.0000 -1.9679 -3.9438
H14 1.3273 4.7040 -0.1395
H15 -1.5459 -1.3076 6.2882
H16 -2.1196 -2.2332 -2.6440
H17 4.8351 -0.2104 -0.6145
H18 4.9854 3.6992 -1.1750
H19 3.1431 -3.1325 2.1885
H20 4.9220 5.9328 0.1571
H21 3.7723 1.0269 3.3649
H22 5.0795 -2.0101 -2.5106
H23 -2.9798 -2.8565 4.3953
H24 1.1960 -4.2266 3.8247
H25 -0.7607 -4.5010 4.3493
H26 -6.3753 -2.2185 -2.7978
H27 0.2531 -3.7341 5.6738
H28 -3.1791 1.3274 1.6347
H29 1.2738 -3.4647 -4.9256
H30 -2.5774 -1.1938 3.8251
H31 4.0745 5.0847 -1.6777
H32 -1.4280 -3.8328 5.9729
H33 2.2842 6.2334 -0.0605
H34 -5.3827 0.3405 0.6578
H35 4.5914 -3.8533 -3.9786
H36 -3.2739 3.4378 0.7269
H37 -2.1949 -2.6418 2.7485
H38 3.2397 -4.1125 -5.0562
H39 -4.0397 -0.6270 1.3628
H40 3.3569 -5.2131 -2.0420
H41 3.6484 -2.4220 -4.6599
H42 1.5659 -4.8710 -1.8245
H43 -6.3810 -0.7795 -0.7764
H44 3.9599 3.6464 2.9574
H45 3.2027 3.5835 -1.7831

Results
LUMO	0.1	eV
HOMO level	-6.869	eV

Results of the Mulliken charge analysis, in e, for atoms 1 through 2: number 1, I, carries 0.0011; number 2, I, carries 0.0071


# 2
Below is C34H45BrClF9N4O5SSi2TeTi as an isolated structure, with properties calculated with ωB97M-V with the def2-TZVPD basis set.

Atoms and positions in Å:
Te1 0.6637 -2.7541 2.2070
Br1 -6.4426 1.6773 -5.4520
Ti1 0.6269 1.5826 -1.2234
Cl1 6.8036 -0.7366 -4.1992
S1 -0.0477 1.0312 1.4419
Si1 1.3042 -4.8060 4.7855
Si2 -2.7834 -2.6106 1.8239
F1 1.5807 5.1953 -3.4169
F2 -0.0390 6.3720 -2.6392
F3 -0.1040 6.6048 0.0668
F4 2.5958 5.5247 0.4806
F5 2.2879 6.8364 -1.2128
F6 0.1049 4.7208 1.0823
F7 -1.3122 4.9120 -0.5255
F8 3.3537 4.9753 -1.4593
F9 -0.3241 4.2760 -3.0483
O1 -0.3047 -1.4131 -0.5995
O2 1.2083 3.4758 -0.9855
O3 1.8504 2.0494 -3.7893
O4 -1.3614 1.8371 -1.3846
O5 -3.5460 2.0176 -0.9535
N1 0.2925 -0.5432 -1.5096
N2 -1.1950 2.8304 3.1126
N3 -2.5682 2.2027 1.5045
N4 1.3796 1.0973 -3.0772
C1 -1.9201 1.7471 -4.2422
C2 3.6061 0.4365 -1.1432
C3 -2.5497 1.9042 -1.8542
C4 4.8322 -1.2730 -2.3984
C5 1.9674 -0.5015 -4.8262
C6 0.0052 2.9920 3.9002
C7 0.9991 4.7849 -1.1318
C8 0.7415 -2.5456 -2.8281
C9 -4.1866 -2.9482 3.0404
C10 2.3263 5.5443 -0.8350
C11 4.3884 1.4002 -1.8059
C12 -1.3462 2.0415 1.9985
C13 2.2985 -5.9484 3.6807
C14 5.5734 -0.2863 -3.0239
C15 -0.4939 -5.3461 4.8022
C16 1.9840 -4.9500 6.5401
C17 -2.3781 3.5090 3.3157
C18 -3.2884 -1.2115 0.6938
C19 1.3918 -0.1457 -3.4998
C20 0.5429 5.1563 -2.5848
C21 3.8664 -0.9085 -1.4723
C22 -0.0955 5.2684 -0.1165
C23 -1.2836 -2.2276 2.9105
C24 0.7960 -1.0754 -2.5671
C25 2.5354 0.7938 -0.2172
C26 -4.5861 1.7079 -4.9419
C27 -3.6355 1.6232 -5.9601
C28 -4.2808 1.8088 -3.6121
C29 1.4448 -3.0392 4.2015
C30 5.3559 1.0506 -2.7324
C31 -2.4768 -4.1848 0.8473
C32 -3.2051 3.1088 2.3157
C33 -2.9052 1.8214 -3.2114
C34 -2.2853 1.6515 -5.5611
H1 2.7629 1.6470 0.4228
H2 -1.6428 -4.0583 0.1525
H3 1.5805 -2.8533 -3.4492
H4 -1.2602 -1.1684 3.1798
H5 2.4757 -2.6777 4.1983
H6 1.4169 -4.3216 7.2328
H7 -5.0577 1.8688 -2.8646
H8 -2.6922 -0.3081 0.8393
H9 -1.4158 -2.8223 3.8198
H10 0.1679 4.0505 4.1054
H11 1.9914 -5.8454 2.6372
H12 5.0124 -2.3158 -2.6312
H13 -0.1851 -2.7940 -3.3526
H14 3.0295 -4.6313 6.5801
H15 1.5333 -1.4200 -5.2235
H16 -2.5020 4.2106 4.1235
H17 4.1963 2.4494 -1.6092
H18 -0.9514 -5.1876 3.8217
H19 -4.3973 -2.0570 3.6388
H20 -3.3664 -4.4375 0.2616
H21 -4.2160 3.4285 2.1156
H22 -3.2064 -1.4922 -0.3579
H23 5.9289 1.8142 -3.2422
H24 -2.2430 -5.0304 1.5009
H25 2.2644 -0.0658 0.4011
H26 -4.3284 -0.9309 0.8843
H27 3.3677 -5.7273 3.7452
H28 -3.1274 1.9622 -0.0500
H29 -1.0702 -4.7869 5.5447
H30 1.7710 0.3186 -5.5184
H31 0.7552 -3.0973 -1.8894
H32 -1.5091 1.6087 -6.3178
H33 -0.5762 -6.4099 5.0441
H34 -5.1040 -3.2141 2.5070
H35 -0.0644 2.4470 4.8447
H36 -3.9282 1.5489 -6.9969
H37 0.8433 2.6020 3.3294
H38 -0.8725 1.7899 -3.9800
H39 3.2955 -1.6841 -0.9700
H40 2.1526 -6.9918 3.9766
H41 -3.9378 -3.7671 3.7222
H42 0.8744 -2.3558 4.8367
H43 3.0557 -0.6223 -4.7729
H44 1.9343 -5.9804 6.9054
H45 -0.5175 -0.8057 0.1446

Results
multiplicity	3
⟨S²⟩	2.0279
charge	-2
LUMO (alpha / beta)	3.3 / 3.3	eV
HOMO level (alpha / beta)	-0.119 / -2.277	eV

Results of the Mulliken charge analysis, in e, for atoms 1 through 2: number 1, Te, carries -0.0503; number 2, Br, carries -0.3042


# 3
Below is C34H45N5OTl as an isolated structure, with properties calculated with ωB97M-V with the def2-TZVPD basis set.

Atoms and positions in Å:
Tl1 -1.4342 -0.4681 0.2788
O1 -3.9904 -1.3355 1.3716
N1 -0.3898 -1.4113 -3.5348
N2 0.1714 -2.4663 -1.7420
N3 0.4239 -2.6952 1.9833
N4 -4.1278 -1.5432 3.6758
N5 -3.9293 0.5517 2.6981
C1 0.0736 -3.1806 0.7461
C2 -2.8338 0.1146 -3.2873
C3 -0.1603 -3.2036 3.0581
C4 -0.5308 -1.3959 -2.1642
C5 0.5449 -3.2813 -2.8353
C6 -3.3437 0.3328 5.0276
C7 1.7688 0.7708 1.2772
C8 0.7880 -2.6228 -0.2979
C9 0.1935 -2.6184 -3.9434
C10 -4.0251 -0.8162 2.5055
C11 -1.0164 -4.1009 0.5894
C12 2.9211 0.6805 -1.0397
C13 -1.1821 -4.1648 2.9840
C14 -1.8140 1.7151 -4.8928
C15 -0.7813 2.1581 -5.7260
C16 0.7018 1.5153 1.8482
C17 0.9717 2.2105 -0.3281
C18 -1.6327 -4.5913 1.7265
C19 0.5271 0.1904 -5.1217
C20 -0.8093 3.4611 1.0767
C21 -4.3846 1.3669 1.5915
C22 -3.2687 -1.1602 4.7795
C23 0.3868 1.3967 -5.8155
C24 1.9277 1.1919 -0.0715
C25 -1.7014 0.5334 -4.1586
C26 0.1692 1.3522 3.2202
C27 2.5247 -0.2872 1.9755
C28 -4.2253 1.0452 4.0271
C29 -4.3779 -2.9566 3.5213
C30 1.8381 -0.5217 -5.1618
C31 0.2361 2.4344 0.8677
C32 -0.9440 3.4182 -6.5212
C33 0.7874 2.9139 -1.6175
C34 -0.5466 -0.2502 -4.3266
H1 3.4611 -0.5114 1.4481
H2 0.1891 -2.8406 4.0296
H3 1.7059 -2.0495 -0.1781
H4 -3.7398 0.5079 6.0319
H5 2.4866 0.0010 -5.8752
H6 -2.4499 -5.3094 1.6352
H7 0.3818 0.3477 3.6142
H8 -3.6047 -1.7229 5.6589
H9 1.7552 -1.5601 -5.4996
H10 -3.8316 1.1045 0.6812
H11 -1.2690 3.7616 0.1272
H12 -5.2861 0.8706 4.2827
H13 2.7788 0.0324 2.9976
H14 -2.5263 -0.5973 -2.5071
H15 -1.3003 -4.3876 -0.4195
H16 -3.6389 -0.3511 -3.8776
H17 -1.6016 -4.5568 3.9117
H18 -4.2052 2.4228 1.8272
H19 -2.7325 2.3041 -4.8140
H20 -4.0425 2.1247 4.0293
H21 -3.5278 -3.4886 3.0688
H22 -2.2191 -1.4603 4.5852
H23 3.7861 1.3592 -1.1249
H24 2.4830 0.5828 -2.0444
H25 1.2154 1.7495 -6.4380
H26 0.9148 2.2277 -2.4680
H27 -0.2178 3.3486 -1.6914
H28 1.9357 -1.2161 2.0575
H29 -0.3848 4.3694 1.5359
H30 1.0612 -4.2034 -2.6607
H31 0.0319 3.8092 -6.8260
H32 -5.4615 1.2274 1.3892
H33 3.3000 -0.3027 -0.7353
H34 -2.3302 0.7466 4.9980
H35 1.5147 3.7340 -1.7380
H36 -1.6048 3.1046 1.7469
H37 -5.2567 -3.0970 2.8832
H38 -0.9213 1.5012 3.2548
H39 2.3613 -0.5113 -4.1929
H40 0.6188 2.0820 3.9148
H41 -1.5351 3.2434 -7.4312
H42 -3.2705 0.9977 -2.8006
H43 0.3265 -2.8784 -4.9691
H44 -4.5808 -3.3813 4.5096
H45 -1.4657 4.1824 -5.9332

Results
charge	-1
LUMO	2.5	eV
HOMO level	-2.498	eV

Results of the Mulliken charge analysis, in e, for atoms 1 through 2: number 1, Tl, carries 1.2982; number 2, O, carries -0.8010